C5H11N5 | ωB97M-V/def2-TZVPD

Atoms and positions in Å:
C (0.133, 0.883, -1.624)
C (-0.172, 1.639, -0.555)
C (0.366, -0.564, -1.637)
C (-0.213, 1.289, 0.849)
C (-1.493, -1.023, -0.099)
N (-0.305, -1.343, -0.798)
N (0.698, 0.636, 1.494)
N (-1.720, -1.684, 0.930)
N (1.255, -1.065, -2.465)
N (0.675, 0.310, 2.776)
H (0.174, 1.368, -2.590)
H (-0.447, 2.675, -0.735)
H (-1.032, 1.704, 1.432)
H (-2.101, -0.252, -0.583)
H (-0.056, -2.327, -0.711)
H (1.537, 0.318, 0.994)
H (-2.607, -1.557, 1.404)
H (1.767, -0.481, -3.113)
H (1.394, -2.064, -2.564)
H (1.531, 0.019, 3.229)
H (-0.089, 0.637, 3.356)

Output
HOMO level ... -17.99 eV
Energy above the lowest of the compared OMol25 structures with the same formula, charge and spin ... 37.92 kcal per mole
LUMO ... -9.28 eV
Charge ... +2
Total energy ... -12795.444 eV
Maximum force ... 1.01 eV/Å
Frontier orbital gap ... 0.320 Eh